{
  "formula": "C27H47NO15",
  "method": "ωB97M-V/def2-TZVPD",
  "max_force_ev_per_a": 9.22,
  "e_homo_ha": -0.3425,
  "orbital_gap_ev": 9.799,
  "species": ["C", "O", "C", "C", "C", "C", "C", "C", "C", "C", "C", "N", "C", "O", "O", "H", "H", "H", "H", "H", "H", "H", "H", "H", "H", "H", "H", "H", "H", "H", "H", "H", "H", "H", "H", "H", "H", "H", "C", "C", "C", "O", "C", "O", "O", "H", "H", "H", "H", "H", "H", "C", "C", "C", "O", "C", "O", "O", "H", "H", "H", "H", "H", "H", "C", "C", "C", "O", "C", "O", "O", "H", "H", "H", "H", "H", "H", "C", "C", "C", "O", "C", "O", "O", "H", "H", "H", "H", "H", "H"],
  "coordinates": [[6.947, -2.299, 3.055], [5.486, -2.111, 3.124], [4.781, -3.380, 2.874], [4.668, -3.812, 1.297], [4.631, -2.557, 0.236], [3.105, -2.157, -0.255], [2.750, -0.561, -0.136], [2.571, 0.002, 1.393], [1.858, -1.038, 2.440], [0.209, -1.069, 2.360], [-0.405, -2.614, 2.538], [-0.034, -3.360, 1.275], [-1.034, -4.432, 0.905], [-0.508, -5.614, 0.477], [-2.511, -4.221, 0.943], [7.387, -2.060, 4.127], [7.366, -1.518, 2.270], [7.288, -3.358, 2.682], [5.416, -4.223, 3.432], [3.740, -3.361, 3.449], [5.517, -4.605, 1.026], [3.648, -4.419, 1.178], [5.212, -1.602, 0.579], [5.188, -2.944, -0.747], [3.001, -2.434, -1.411], [2.375, -2.875, 0.312], [3.655, 0.040, -0.629], [1.804, -0.373, -0.829], [3.570, 0.409, 1.874], [1.847, 0.949, 1.318], [2.261, -2.136, 2.407], [2.113, -0.633, 3.534], [-0.228, -0.515, 1.417], [-0.206, -0.476, 3.309], [0.031, -3.128, 3.518], [-1.564, -2.507, 2.669], [0.088, -2.638, 0.530], [-2.672, -3.518, 0.220], [-2.465, -3.759, -5.424], [-2.188, -2.715, -4.360], [-1.436, -3.233, -3.171], [-1.811, -2.313, -2.159], [-3.058, -1.863, -2.500], [-3.777, -1.200, -1.769], [-3.392, -2.258, -3.764], [-1.618, -3.842, -6.113], [-2.635, -4.748, -4.985], [-3.363, -3.506, -5.998], [-1.693, -1.846, -4.809], [-0.353, -3.228, -3.319], [-1.752, -4.233, -2.854], [-8.901, -4.052, -6.226], [-7.611, -4.523, -5.582], [-6.673, -3.416, -5.204], [-5.419, -4.080, -5.196], [-5.529, -5.105, -6.097], [-4.590, -5.778, -6.494], [-6.824, -5.270, -6.495], [-9.646, -3.806, -5.462], [-8.744, -3.159, -6.838], [-9.313, -4.823, -6.886], [-7.835, -5.176, -4.729], [-6.893, -2.990, -4.223], [-6.625, -2.610, -5.946], [-0.670, 4.380, 2.554], [0.620, 3.910, 3.198], [1.558, 5.016, 3.575], [2.812, 4.353, 3.583], [2.702, 3.327, 2.683], [3.641, 2.654, 2.286], [1.407, 3.163, 2.284], [-1.415, 4.626, 3.317], [-0.513, 5.274, 1.942], [-1.082, 3.609, 1.894], [0.396, 3.257, 4.050], [1.338, 5.443, 4.557], [1.606, 5.823, 2.834], [1.117, 10.705, 0.907], [0.649, 10.080, 2.207], [1.756, 9.557, 3.071], [1.089, 8.574, 3.847], [0.054, 8.121, 3.073], [-0.626, 7.141, 3.335], [-0.110, 8.906, 1.968], [1.373, 11.759, 1.056], [2.004, 10.199, 0.512], [0.341, 10.636, 0.137], [0.005, 10.783, 2.750], [2.194, 10.326, 3.712], [2.554, 9.059, 2.508]],
  "mulliken_charge": [-0.667, -0.326, -0.482, -0.517, -0.517, -0.044, -0.863, 0.183, 0.073, -0.683, -0.574, 0.028, 0.309, -0.549, -0.459, 0.219, 0.224, 0.310, 0.416, 0.250, 0.307, 0.244, 0.280, 0.291, 0.294, -0.107, 0.295, 0.184, 0.351, -0.105, -0.268, 0.274, 0.268, 0.291, 0.257, 0.360, 0.152, 0.356, -1.418, 0.491, -0.497, -0.190, 0.594, -0.596, -0.309, 0.457, 0.345, 0.216, 0.243, 0.326, 0.350, -1.404, 0.529, -0.609, -0.151, 0.568, -0.557, -0.356, 0.363, 0.336, 0.357, 0.274, 0.328, 0.308, -1.394, 0.671, -0.349, -0.340, 0.609, -0.561, -0.400, 0.370, 0.262, 0.406, 0.184, 0.331, 0.145, -1.401, 0.515, -0.552, -0.267, 0.635, -0.542, -0.345, 0.374, 0.328, 0.355, 0.293, 0.306, 0.316]
}